117
Properties=species:S:1:pos:R:3:mulliken_charge:R:1 method="wB97M-V/def2-TZVPD" gap_ev=4.94 charge=-2 e_homo_ev=-1.373
Rb 1.072 1.888 -0.551 1.756
C -4.151 6.709 -6.573 -0.825
O -4.735 5.483 -6.234 -0.480
C -4.063 4.688 -5.324 0.961
C -2.806 4.966 -4.806 -0.589
C -2.244 4.108 -3.875 -0.409
C -2.910 2.966 -3.446 -0.404
C -4.157 2.686 -3.990 -0.092
C -4.728 3.533 -4.920 -0.828
C -2.265 2.133 -2.403 1.104
C -2.492 2.545 -1.078 0.234
C -3.480 3.533 -0.702 -1.269
C -3.344 3.718 0.640 -1.069
C -2.276 2.834 1.060 0.005
N -1.797 2.154 0.004 -0.493
C -1.803 2.707 2.382 1.370
C -0.814 1.813 2.807 0.027
C -0.653 1.403 4.189 -1.438
C 0.324 0.464 4.194 -1.507
C 0.781 0.350 2.822 -0.005
C 1.888 -0.431 2.414 1.069
C 2.800 -0.909 3.465 0.125
C 3.324 -0.047 4.423 -0.344
C 4.236 -0.487 5.365 -0.810
C 4.658 -1.810 5.361 0.531
O 5.594 -2.333 6.221 -0.507
C 6.420 -1.406 6.888 -0.584
C 4.086 -2.698 4.453 -1.078
C 3.162 -2.254 3.532 -0.215
C 2.225 -0.697 1.091 -0.758
N 1.422 -0.583 0.040 -0.936
C 2.085 -0.750 -1.107 -0.837
C 1.633 -0.629 -2.406 0.725
C 2.656 -0.827 -3.466 -0.168
C 3.403 0.268 -3.880 -0.277
C 4.406 0.137 -4.824 -0.654
C 4.680 -1.104 -5.380 0.937
O 5.673 -1.345 -6.315 -0.480
C 6.572 -0.308 -6.607 -0.823
C 3.921 -2.205 -4.992 -0.737
C 2.928 -2.064 -4.041 -0.106
C 0.404 -0.070 -2.836 0.360
C 0.058 0.131 -4.231 -1.218
C -1.051 0.909 -4.231 -1.034
C -1.348 1.181 -2.840 -0.518
N -0.492 0.511 -2.044 -0.625
C 3.554 -1.001 -0.833 -0.509
C 3.632 -1.128 0.682 0.427
N 0.072 1.158 2.028 0.272
C -2.356 3.627 3.397 -0.544
C -1.505 4.576 3.962 -0.505
C -1.970 5.554 4.823 -0.587
C -3.315 5.593 5.162 0.920
O -3.892 6.555 5.974 -0.478
C -3.080 7.629 6.362 -0.824
C -4.162 4.601 4.673 -0.779
C -3.692 3.643 3.797 0.098
H -4.862 7.207 -7.232 0.235
H -3.203 6.573 -7.103 0.303
H -3.978 7.333 -5.689 0.336
H -2.254 5.846 -5.103 0.385
H -1.266 4.320 -3.467 0.777
H -4.686 1.800 -3.671 0.518
H -5.703 3.328 -5.337 0.407
H -4.182 4.012 -1.366 0.356
H -3.900 4.395 1.269 0.436
H -1.258 1.749 5.010 0.516
H 0.695 -0.115 5.022 0.566
H 3.028 0.992 4.412 0.722
H 4.633 0.218 6.079 0.252
H 7.220 -1.992 7.338 0.261
H 5.876 -0.875 7.678 0.270
H 6.856 -0.687 6.188 0.217
H 4.397 -3.733 4.481 0.426
H 2.701 -2.953 2.848 0.586
H 3.201 1.235 -3.438 0.596
H 4.970 1.010 -5.115 0.363
H 7.323 -0.747 -7.268 0.237
H 7.066 0.067 -5.702 0.341
H 6.086 0.532 -7.120 0.295
H 4.134 -3.164 -5.440 0.400
H 2.355 -2.927 -3.733 0.473
H 0.591 -0.271 -5.077 0.468
H -1.622 1.265 -5.072 0.460
H 4.035 -1.765 -1.459 0.508
H 3.972 -2.058 1.131 0.881
H -0.453 4.559 3.707 0.394
H -1.273 6.279 5.219 0.379
H -3.718 8.309 6.925 0.238
H -2.672 8.162 5.495 0.343
H -2.252 7.303 7.001 0.302
H -5.192 4.610 4.993 0.398
H -4.366 2.890 3.416 0.538
O 4.347 0.204 -0.803 -0.614
C 4.708 -0.024 0.564 -0.393
C 4.759 1.117 1.534 0.076
C 5.597 0.964 2.602 0.345
C 5.742 1.945 3.600 -0.750
C 4.980 3.127 3.504 -0.816
C 4.141 3.299 2.452 -0.773
C 3.982 2.333 1.387 0.165
O 3.251 2.584 0.410 -1.059
N 6.609 1.748 4.652 1.212
O 7.251 0.686 4.723 -0.798
O 6.745 2.630 5.515 -0.778
H 5.704 -0.506 0.569 0.755
H 6.190 0.064 2.699 0.431
H 5.086 3.875 4.278 0.482
H 3.563 4.209 2.354 0.519
N 1.023 4.608 0.483 -0.224
C 0.288 4.733 -0.658 0.385
N -0.930 5.356 -0.492 -0.529
O 0.722 4.475 -1.766 -0.558
H 0.522 4.474 1.348 0.310
H 1.846 4.008 0.400 0.337
H -1.378 5.253 0.408 0.280
H -1.572 5.208 -1.259 0.234